Entry 1:
# C12H28ClN2O2

A 2-piece molecular cluster, C12H28ClN2O2 overall (the ωB97M-V functional and the def2-TZVPD basis, the OMol25 dataset).

```
45
C12H28ClN2O2 the ωB97M-V functional and the def2-TZVPD basis
C 1.4391 3.3673 1.5168
O 1.8816 2.2889 2.3254
C 1.3269 1.0489 2.0084
C 2.3914 -0.0606 1.8357
C 3.7462 0.4460 1.3202
Cl 4.6554 1.2673 2.6149
C 4.6945 -0.6364 0.7743
C 4.0788 -1.8998 0.1756
N 2.7906 -2.2601 0.8373
C 1.8316 -1.0947 0.8674
C 0.4143 -1.6026 1.1491
N -0.4871 -1.1456 0.1087
H 1.9729 4.2492 1.8533
H 0.3690 3.5377 1.6405
H 1.6709 3.1896 0.4641
H 0.7415 1.1362 1.0870
H 0.6362 0.7534 2.8002
H 2.5612 -0.5616 2.7952
H 3.5662 1.2040 0.5595
H 5.3743 -0.9267 1.5704
H 5.3096 -0.1884 -0.0027
H 3.8767 -1.8047 -0.8876
H 4.7619 -2.7345 0.3074
H 2.9597 -2.5917 1.7886
H 2.3546 -3.0248 0.3223
H 1.8558 -0.7094 -0.1539
H 0.1136 -1.3503 2.1702
H 0.4203 -2.6950 1.1005
H -0.4914 -0.1390 0.0206
H -1.4395 -1.4443 0.2667
C -3.8327 1.7952 -3.1867
C -3.1442 0.7567 -2.3196
O -3.8038 0.4754 -1.0979
C -5.1301 -0.0219 -1.2100
C -5.2415 -1.3325 -1.9682
H -3.9708 2.7250 -2.6346
H -3.2263 2.0015 -4.0688
H -4.8097 1.4576 -3.5326
H -2.1608 1.1270 -2.0222
H -2.9772 -0.1658 -2.8879
H -5.7853 0.7342 -1.6537
H -5.4591 -0.1606 -0.1806
H -4.9476 -1.2321 -3.0134
H -6.2743 -1.6800 -1.9504
H -4.6135 -2.0981 -1.5096
```

Properties
Spin multiplicity: 1
Highest occupied orbital energy, eV: -11.777
Frontier orbital gap, eV: 8.73
LUMO level, Ha: -0.1121
Net charge: +1

Entry 2:
# C44H110N7O15Zn

C44H110N7O15Zn as an isolated structure in a non-equilibrium geometry (the ωB97M-V functional and the def2-TZVPD basis, the OMol25 dataset).

```
177
C44H110N7O15Zn the ωB97M-V functional and the def2-TZVPD basis
Zn -1.5934 -2.8004 -0.9569
C -0.6017 0.8075 1.1284
C -0.9098 0.3459 -0.2902
O -1.2225 -1.0119 -0.2912
H 0.3273 0.3086 1.4158
H -1.4376 0.5789 1.7855
H -0.3563 1.8698 1.1566
H -0.0523 0.6215 -0.9165
H -1.6828 0.9894 -0.7281
C 3.3712 -4.4816 5.6802
O 2.3987 -3.4729 5.5465
C 2.4376 -2.8273 4.2820
C 1.2542 -1.9017 4.1843
N -0.0245 -2.5830 4.1900
C -1.1152 -1.5917 4.3867
C -2.3966 -2.3744 4.6786
O -2.2735 -2.9741 5.9437
C -3.4298 -3.6065 6.3980
H 3.4246 -4.8479 6.7021
H 4.3340 -4.0791 5.3471
H 3.2236 -5.3563 5.0364
H 2.4456 -3.5894 3.4943
H 3.3690 -2.2570 4.2098
H 1.2745 -1.1986 3.3464
H 1.3298 -1.2481 5.0655
H -0.1050 -3.2136 4.9820
H -1.1430 -1.0310 3.4501
H -0.8881 -0.9035 5.2053
H -2.6635 -3.0855 3.8881
H -3.2535 -1.7001 4.7869
H -3.7377 -4.3681 5.6673
H -4.2061 -2.8736 6.6244
H -3.1788 -4.2810 7.2180
C -1.7440 -7.9657 -0.3194
O -1.6033 -6.9879 0.6645
C -2.6324 -6.0277 0.7311
C -2.0749 -4.7003 1.3009
N -0.9947 -4.2016 0.4519
C 0.0731 -3.5157 1.2442
C 1.3986 -3.4080 0.5056
O 1.8307 -4.7394 0.2621
C 2.8506 -4.7543 -0.7216
H -2.5223 -8.7175 -0.1488
H -0.8656 -8.6125 -0.2704
H -1.8347 -7.6069 -1.3479
H -3.5436 -6.3574 1.2296
H -2.9330 -5.6894 -0.2715
H -1.7852 -4.9193 2.3310
H -2.8957 -3.9860 1.3928
H -0.4615 -5.0656 0.2858
H 0.1423 -4.0535 2.1887
H -0.2727 -2.5172 1.5153
H 2.0955 -2.8009 1.0854
H 1.1598 -2.8778 -0.4255
H 2.5110 -4.3423 -1.6729
H 3.2332 -5.7711 -0.7822
H 3.6732 -4.1201 -0.3810
C 5.4327 -4.5013 -2.7760
O 4.7495 -3.2937 -2.5336
C 4.1233 -2.7251 -3.6842
C 2.9272 -1.8412 -3.2721
N 3.4046 -0.8453 -2.3057
C 2.2821 -0.1777 -1.6471
C 2.7100 0.7029 -0.4590
O 3.2936 -0.1201 0.5452
C 3.4718 0.5430 1.7836
H 6.2121 -4.3142 -3.5198
H 4.7608 -5.2669 -3.1821
H 5.8765 -4.9877 -1.9090
H 3.7849 -3.5383 -4.3333
H 4.9483 -2.1776 -4.1457
H 2.1884 -2.4641 -2.7429
H 2.3559 -1.4538 -4.1146
H 3.8666 -1.3592 -1.5619
H 1.6214 -0.9534 -1.2317
H 1.7036 0.4222 -2.3517
H 1.8687 1.3164 -0.1243
H 3.4612 1.4124 -0.8198
H 3.9139 -0.1087 2.5328
H 2.5170 0.8857 2.1997
H 3.9912 1.4992 1.6816
C 1.6059 -3.5115 -8.2159
O 0.7071 -2.5342 -7.7108
C 1.0791 -2.0417 -6.4317
C -0.1540 -1.3405 -5.8378
N 0.0754 -0.9451 -4.4153
C -0.8487 0.1450 -4.0668
C -2.3591 -0.1940 -4.1144
O -2.8842 0.0388 -5.3821
C -4.2872 -0.0068 -5.4735
H 2.5115 -3.0625 -8.6264
H 1.1273 -4.0993 -8.9985
H 1.8310 -4.2447 -7.4358
H 1.9242 -1.3518 -6.4765
H 1.3428 -2.8820 -5.7796
H -1.0899 -1.8822 -5.9995
H -0.3866 -0.4190 -6.3749
H -0.1834 -1.7739 -3.8883
H -0.6498 1.0644 -4.6147
H -0.5864 0.3917 -3.0333
H -2.8283 0.3648 -3.2962
H -2.4786 -1.2464 -3.8043
H -4.6467 0.5063 -6.3647
H -4.7735 0.5164 -4.6449
H -4.6118 -1.0493 -5.5338
C 0.7081 3.8461 2.0965
O 2.0061 3.4276 1.7429
C 2.6849 4.3103 0.9104
C 3.1770 5.6210 1.5296
N 4.0964 6.3274 0.6439
C 4.2393 7.7363 0.9745
C 5.0123 7.9927 2.2458
O 4.6618 9.3043 2.6226
C 5.3924 9.6862 3.7804
H 0.6666 4.7536 2.7073
H 0.1836 3.0799 2.6638
H 0.1534 4.1261 1.1936
H 2.0864 4.6558 0.0549
H 3.5110 3.7656 0.4477
H 3.5598 5.5560 2.5488
H 2.3102 6.2898 1.6542
H 3.8009 6.2313 -0.3182
H 3.2422 8.1936 0.9175
H 4.7250 8.2780 0.1574
H 6.0816 7.8550 2.0669
H 4.6924 7.2010 2.9314
H 6.4572 9.4503 3.7332
H 4.9334 9.2133 4.6533
H 5.3068 10.7588 3.9536
C 3.9451 7.0249 -7.1152
O 3.1734 6.0539 -6.4386
C 2.5272 6.4907 -5.2756
C 1.9865 5.2552 -4.5231
N 1.5012 5.6631 -3.1972
C 1.1850 4.6060 -2.2507
C 0.1818 3.5686 -2.7687
O -1.0389 4.2083 -3.0058
C -2.1129 3.3933 -3.4107
H 4.7620 7.3692 -6.4791
H 3.2789 7.8172 -7.4700
H 4.3413 6.5744 -8.0242
H 1.6805 7.0972 -5.6221
H 3.1658 7.1113 -4.6408
H 2.7821 4.5139 -4.4337
H 1.1772 4.8397 -5.1302
H 0.6564 6.1970 -3.3733
H 0.8670 4.9958 -1.2842
H 2.1664 4.1284 -2.1609
H 0.0703 2.8479 -1.9472
H 0.7060 3.0720 -3.5919
H -1.9117 2.9662 -4.3945
H -3.0439 3.9581 -3.3847
H -2.3135 2.6110 -2.6680
C -3.9903 -0.7455 2.1531
O -4.9382 -1.2399 3.0538
C -5.6558 -2.3440 2.5381
C -6.9852 -2.2943 3.2464
N -6.8894 -2.4269 4.7047
C -8.1788 -2.2391 5.3681
C -8.6065 -0.7482 5.4295
O -7.5969 0.0226 6.0173
C -7.9340 1.3908 6.1266
H -3.1003 -1.3661 1.9969
H -3.5520 0.1928 2.5031
H -4.5227 -0.4392 1.2464
H -5.0999 -3.2782 2.6683
H -5.8818 -2.2020 1.4746
H -7.6580 -3.0617 2.8528
H -7.5148 -1.3651 3.0067
H -6.2750 -1.7178 5.0876
H -8.1844 -2.6482 6.3779
H -8.9500 -2.7791 4.8153
H -9.5446 -0.7563 6.0003
H -8.9596 -0.3680 4.4635
H -7.1374 1.8669 6.6971
H -8.8035 1.5555 6.7714
H -8.0872 1.7467 5.1061
```

Properties
Spin multiplicity: 1
Relative energy (zero: lowest compared OMol25 entry of this formula, charge and spin), eV: 0.000
Highest occupied orbital energy, eV: -10.089
Frontier orbital gap, eV: 4.59
LUMO level, Ha: -0.2022
Net charge: +1

Entry 3:
# I2P4S3

A single I2P4S3 molecule in a non-equilibrium geometry (the ωB97M-V functional and the def2-TZVPD basis, the OMol25 dataset).

```
9
I2P4S3 the ωB97M-V functional and the def2-TZVPD basis
P 0.8152 1.5065 0.3107
P -0.8160 -1.3488 0.6463
P 1.8483 0.0095 -1.0481
P -1.9019 -0.2787 -0.9259
S 0.0498 0.1836 1.8724
S -0.9301 1.7571 -0.9076
S 0.9668 -1.8607 -0.5782
I 3.9349 -0.0355 0.3355
I -3.9670 0.0670 0.2949
```

Properties
Spin multiplicity: 1
Relative energy (zero: lowest compared OMol25 entry of this formula, charge and spin), eV: 0.000
Highest occupied orbital energy, eV: -9.112
Frontier orbital gap, eV: 8.24
Structure (SMILES): IP1SP2#S#P1SP2I
LUMO level, Ha: -0.0320
Net charge: 0

Entry 4:
# C38H35BrCl2FN2O6PS

A single C38H35BrCl2FN2O6PS molecule in a non-equilibrium geometry (the ωB97M-V functional and the def2-TZVPD basis, the OMol25 dataset).

```
87
C38H35BrCl2FN2O6PS the ωB97M-V functional and the def2-TZVPD basis
C -3.4147 -2.4913 -6.8768
C -2.7959 -1.1295 -7.3167
C -1.2696 -1.0497 -7.0750
C -0.9804 -0.7176 -5.5891
C 0.5333 -0.6631 -5.2380
C 0.9627 -1.5866 -4.0369
C 1.0727 -0.7525 -2.7626
C -0.1019 -0.3783 -2.1160
N -1.4138 -0.7427 -2.5627
C 0.0134 0.3642 -0.9357
C 1.2269 0.7535 -0.3754
C 2.4144 0.3765 -1.0152
C 3.7250 0.7870 -0.3392
C 4.7873 1.4043 -1.2546
O 5.9254 1.0434 -1.1694
Cl 4.3807 2.6767 -2.4461
C 2.3089 -0.3641 -2.1891
P 3.8660 -0.9019 -3.0284
O 3.6303 -0.6252 -4.6479
Cl 3.9887 -2.9922 -2.7212
N 1.2560 1.5257 0.8335
C 0.9183 2.9573 0.5743
C 0.0413 3.6245 1.6586
O 0.4495 3.9269 2.7546
C -1.3975 3.9501 1.2860
C -1.7508 4.7060 0.1741
C -3.0788 4.9598 -0.1105
C -4.1110 4.4670 0.6847
C -3.7539 3.7204 1.8006
C -2.4252 3.4854 2.0932
C 0.4891 0.9202 1.8859
C 1.0413 0.6641 3.1412
C 2.4977 1.0421 3.3910
C 2.6888 2.1687 4.4043
O 3.7523 2.5970 4.7611
F 1.5597 2.6991 4.9611
C 0.2765 0.0401 4.1297
C 0.9099 -0.2747 5.4873
C 1.5983 -1.6699 5.3900
O 2.7980 -1.8112 5.4436
C 0.6681 -2.8788 5.2595
C 0.1686 -3.3919 6.4528
C -0.6980 -4.4689 6.4097
C -1.0281 -5.0427 5.1859
C -0.5305 -4.5425 3.9951
C 0.3112 -3.4396 4.0519
C -1.0491 -0.3046 3.8659
Br -2.1752 -1.1491 5.1689
C -1.6189 -0.0625 2.6170
O -2.9100 -0.4032 2.3314
C -0.8338 0.5384 1.6553
S -1.4435 0.8500 -0.0055
H -4.0987 -2.9095 -7.6281
H -2.6293 -3.2428 -6.7104
H -4.0031 -2.3212 -5.9648
H -3.3041 -0.3394 -6.7399
H -2.9891 -0.9018 -8.3761
H -0.8641 -0.2254 -7.6801
H -0.8046 -2.0244 -7.2860
H -1.4157 0.2753 -5.3786
H -1.5267 -1.4320 -4.9573
H 1.1282 -0.9605 -6.1128
H 0.7723 0.3707 -4.9501
H 0.1453 -2.3084 -3.8737
H 1.8602 -2.1718 -4.2397
H -1.9438 -1.1003 -1.7710
H -1.9295 0.0765 -2.8745
H 4.1283 -0.0869 0.1882
H 3.5179 1.5353 0.4411
H 4.1170 -1.2888 -5.1573
H 1.8748 3.5097 0.5315
H 0.4112 3.0858 -0.3944
H -1.0020 5.1264 -0.4995
H -3.3924 5.5360 -0.9835
H -5.1540 4.6581 0.4360
H -4.5270 3.3162 2.4542
H -2.1838 2.9123 2.9912
H 2.9448 1.3799 2.4506
H 3.0960 0.1787 3.7215
H 1.6702 0.4573 5.7729
H 0.1198 -0.3668 6.2431
H 0.4328 -2.9727 7.4254
H -1.1353 -4.8859 7.3169
H -1.6902 -5.9109 5.1983
H -0.8292 -5.0134 3.0598
H 0.7098 -3.0136 3.1270
H -2.9860 -1.3555 2.1838
```

Properties
Spin multiplicity: 1
Highest occupied orbital energy, eV: -8.766
Frontier orbital gap, eV: 8.61
Structure (SMILES): CCCCCCc1c(N)c2c(c(CC(=O)Cl)c1P(O)Cl)N(CC(=O)c1ccccc1)c1c(CC(=O)F)c(CC(=O)c3ccccc3)c(Br)c(O)c1S2
LUMO level, Ha: -0.0058
Net charge: 0

Entry 5:
# C6H12NP

A single C6H12NP molecule in a non-equilibrium geometry (the ωB97M-V functional and the def2-TZVPD basis, the OMol25 dataset).

```
20
C6H12NP the ωB97M-V functional and the def2-TZVPD basis
C 2.7271 0.1328 -1.7978
C 0.1076 1.1308 -1.6239
C 0.3305 0.7626 -0.2002
C -1.8079 -0.7477 -0.1346
C -0.8049 -0.3785 2.0710
C -1.2209 0.2996 0.7625
N 3.6946 -0.6226 -1.4867
P 1.0654 -0.5176 -1.3073
H 2.8463 0.9705 -2.3711
H -0.9253 0.9987 -1.9718
H 0.6939 1.7213 -2.3270
H 0.7863 1.4242 0.5259
H -1.6629 -0.5361 -1.1000
H -2.8732 -0.9020 -0.0339
H -1.2638 -1.6904 0.0269
H -0.1090 -1.1256 1.9866
H -1.7235 -0.8832 2.3453
H -0.4981 0.2575 2.7816
H -1.9542 1.1053 0.7984
H 4.5848 -0.2525 -1.8732
```

Properties
Spin multiplicity: 3
Relative energy (zero: lowest compared OMol25 entry of this formula, charge and spin), eV: 2.835
Highest occupied orbital energy (alpha / beta), eV: -5.551 / -9.201
Frontier orbital gap (alpha / beta), eV: 6.72 / 6.35
LUMO level (alpha / beta), Ha: 0.0431 / -0.1047
Net charge: 0
Expectation value of S²: 2.01

Entry 6:
# H6O2S2

A 3-piece molecular cluster, H6O2S2 overall in a non-equilibrium geometry (the ωB97M-V functional and the def2-TZVPD basis, the OMol25 dataset).

```
10
H6O2S2 the ωB97M-V functional and the def2-TZVPD basis
S 1.1247 0.9798 1.2233
S 0.0540 0.2075 2.7409
H 1.4884 -0.0420 0.3869
H 0.2100 -1.0589 2.3379
H 0.0222 -1.5268 -1.2633
H 0.8044 -1.7600 -2.4172
O 0.8121 -2.1124 -1.5266
H -1.8423 1.0749 -0.3455
H -0.9939 2.3043 -0.3210
O -1.6795 1.9336 -0.8153
```

Properties
Spin multiplicity: 2
Relative energy (zero: lowest compared OMol25 entry of this formula, charge and spin), eV: 0.605
Highest occupied orbital energy (alpha / beta), eV: -15.402 / -15.387
Frontier orbital gap (alpha / beta), eV: 9.41 / 6.22
LUMO level (alpha / beta), Ha: -0.2202 / -0.3369
Net charge: +1
Expectation value of S²: 0.75